A molecular structure, C32H33Cl2NO2PPdS2, computed with the ωB97M-V functional and the def2-TZVPD basis.

The geometry in XYZ format:
```
74
C32H33Cl2NO2PPdS2 the ωB97M-V functional and the def2-TZVPD basis
Pd -0.55829 0.09631 0.58115
Cl -2.72506 2.78762 2.49425
C -3.95999 1.94147 1.60131
C -5.16669 1.75255 2.25205
C -6.21569 1.12800 1.59578
C -6.04130 0.73737 0.27875
C -4.82450 0.94205 -0.34807
Cl -4.73950 0.49400 -2.03437
C -3.69580 1.50541 0.28458
S -2.15004 1.67749 -0.48955
H -5.27273 2.10386 3.26965
H -7.16137 0.96589 2.09577
H -6.84840 0.27755 -0.27557
C -1.29686 -3.74200 -2.62146
C -2.22121 -2.53541 -2.46874
C -2.94273 -2.55745 -1.11656
C -1.45226 -1.21633 -2.62447
C -0.89658 -0.94651 -4.03426
O 0.53337 -0.85527 -3.85555
C 0.74342 -1.03487 -2.51438
N -0.25761 -1.23549 -1.77725
C 2.16711 -1.08727 -2.10409
C 3.01617 -1.79008 -2.95721
C 4.34473 -1.99913 -2.62965
C 4.83443 -1.49207 -1.43757
C 4.00034 -0.76445 -0.60155
C 2.65879 -0.53541 -0.90941
P 1.60850 0.55600 0.17406
C 2.65864 0.57503 1.68581
C 2.56889 -0.54513 2.51671
C 3.29742 -0.61013 3.69333
C 4.10833 0.45382 4.07381
C 4.18724 1.57701 3.26570
C 3.47204 1.63514 2.07385
C 2.04070 2.19052 -0.56673
C 3.17577 2.46497 -1.32656
C 3.40408 3.74253 -1.82151
C 2.50260 4.76390 -1.55701
C 1.36433 4.49919 -0.80711
C 1.12998 3.22011 -0.32431
H -1.87632 -4.66704 -2.64869
H -0.60632 -3.79373 -1.77832
H -0.70285 -3.69232 -3.53884
H -2.96677 -2.56501 -3.27299
H -2.35295 -2.01755 -0.37158
H -3.10566 -3.57965 -0.76826
H -3.90859 -2.05540 -1.17733
H -2.08259 -0.39071 -2.28782
H -1.24617 -0.00253 -4.45091
H -1.10002 -1.75393 -4.74168
H 2.61215 -2.18434 -3.88002
H 4.98633 -2.55919 -3.29826
H 5.86895 -1.64880 -1.15728
H 4.41092 -0.35586 0.31228
H 1.90243 -1.35953 2.24741
H 3.21543 -1.48746 4.32338
H 4.66577 0.40985 5.00164
H 4.80770 2.41526 3.55977
H 3.54680 2.51563 1.44786
H 3.88792 1.67750 -1.54155
H 4.28754 3.93818 -2.41766
H 2.68037 5.75893 -1.94703
H 0.64228 5.28282 -0.61382
H 0.21703 2.99591 0.21919
C -2.85508 -1.49886 2.66196
S -1.10335 -1.18757 2.38557
C -0.85065 -0.17914 3.84968
O -0.43332 -2.48907 2.69128
H -2.98622 -1.96424 3.64027
H -3.18163 -2.17521 1.87410
H -3.39783 -0.55629 2.58089
H -1.45691 0.72103 3.77015
H 0.20477 0.08605 3.86965
H -1.11341 -0.77851 4.72337
```

Output
Frontier orbital gap = 6.5 eV
Charge = -1

List of Löwdin charges in e, atom by atom:
1 Pd 0.0285
2 Cl 0.6476
3 C -0.6981
4 C -0.1556
5 C -0.1181
6 C -0.1460
7 C -0.6690
8 Cl 0.6503
9 C -0.7512
10 S 0.5037
11 H 0.0925
12 H 0.0919
13 H 0.0913
14 C -0.0732
15 C -0.3769
16 C -0.0736
17 C -0.3025
18 C -0.0823
19 O -0.0121
20 C -0.3399
21 N 0.1407
22 C -0.1239
23 C -0.0245
24 C -0.0853
25 C -0.0846
26 C -0.0914
27 C -0.2566
28 P 0.9730
29 C -0.3649
30 C -0.1217
31 C -0.0882
32 C -0.1067
33 C -0.0965
34 C -0.0843
35 C -0.3501
36 C -0.0900
37 C -0.0989
38 C -0.1055
39 C -0.0830
40 C -0.1130
41 H 0.0729
42 H 0.0840
43 H 0.0707
44 H 0.1327
45 H 0.0449
46 H 0.0759
47 H 0.0456
48 H 0.0510
49 H 0.1233
50 H 0.1146
51 H 0.1137
52 H 0.0973
53 H 0.0989
54 H 0.1000
55 H 0.0871
56 H 0.1024
57 H 0.0922
58 H 0.0949
59 H 0.0976
60 H 0.0959
61 H 0.0942
62 H 0.0927
63 H 0.1009
64 H 0.0425
65 C -0.2372
66 S 0.6299
67 C -0.2496
68 O -0.5455
69 H 0.0535
70 H 0.0397
71 H 0.0378
72 H 0.0037
73 H 0.0354
74 H 0.0550

***

2 unconnected molecules or ions with the total composition C32H33NO5, computed with the ωB97M-V functional and the def2-TZVPD basis.

The geometry in XYZ format:
```
71
C32H33NO5 the ωB97M-V functional and the def2-TZVPD basis
C -3.29022 -2.25464 3.46063
C -3.34673 -1.82000 2.02722
O -2.36129 -0.76090 1.87177
C -2.29430 -0.36210 0.58270
C -1.12158 0.49465 0.32482
C -0.20676 0.83458 1.40365
C -0.07024 2.27418 1.81644
C -1.13037 3.18859 1.78511
C -0.94462 4.49807 2.24206
C 0.29798 4.89390 2.75058
C 1.34591 3.96604 2.82992
C 1.15561 2.66054 2.38113
O 0.47558 -0.00147 2.00410
C -1.30872 1.52447 -0.68846
O -0.41291 2.26092 -1.11084
O -2.57764 1.58909 -1.16164
C -2.85688 2.67695 -2.09112
C -4.16913 2.33063 -2.73841
O -3.04997 -0.80911 -0.27437
H -3.90621 -3.14801 3.58610
H -2.26824 -2.48984 3.77645
H -3.68833 -1.47328 4.11481
H -3.09121 -2.64787 1.35027
H -4.33350 -1.42130 1.75763
H -2.10555 2.86066 1.41827
H -1.77698 5.20281 2.19463
H 0.44655 5.91810 3.09749
H 2.31327 4.24454 3.24913
H 1.94969 1.91516 2.45542
H -2.92848 3.60968 -1.51110
H -2.04857 2.75474 -2.83310
H -4.43841 3.10765 -3.45794
H -4.10642 1.37592 -3.27414
H -4.97167 2.25741 -1.99668
C -1.33708 -0.87898 -3.06513
C -0.00382 -0.45827 -2.63621
N 0.80813 0.39538 -3.31360
C 0.42013 1.12620 -4.50720
C 2.00743 0.58605 -2.61802
C 1.93263 -0.16360 -1.41794
C 2.96110 -0.07253 -0.48924
C 4.10015 0.67136 -0.82576
C 4.17372 1.38367 -2.03438
C 3.10100 1.37391 -2.94016
C 0.62736 -0.80156 -1.41144
C 0.07045 -1.52886 -0.36933
C 0.89030 -2.41917 0.43871
C 2.06755 -3.02203 -0.06773
C 2.85444 -3.86291 0.70952
C 2.49516 -4.15658 2.02824
C 3.38296 -5.01433 2.87597
C 1.29371 -3.63134 2.52272
C 0.50474 -2.79755 1.74514
H -1.41240 -1.96644 -2.92467
H -2.11637 -0.44038 -2.42117
H -1.52462 -0.63050 -4.11486
H 1.31129 1.59314 -4.93021
H -0.02007 0.43901 -5.23617
H -0.31583 1.90918 -4.26714
H 2.85265 -0.57931 0.46898
H 4.94247 0.68839 -0.13326
H 5.07343 1.95477 -2.26414
H 3.10771 1.93479 -3.87204
H -0.98150 -1.79311 -0.44975
H 2.36061 -2.82224 -1.10014
H 3.76775 -4.29171 0.29207
H 2.89162 -5.25683 3.82106
H 3.63745 -5.94983 2.36536
H 4.32694 -4.50348 3.10416
H 0.98830 -3.87740 3.54285
H -0.41916 -2.38770 2.15241
```

Output
Frontier orbital gap = 6.0 eV

List of Löwdin charges in e, atom by atom:
1 C -0.0725
2 C -0.2252
3 O -0.0070
4 C -0.4782
5 C -0.0566
6 C -0.2969
7 C -0.1327
8 C -0.0192
9 C -0.0761
10 C -0.0891
11 C -0.0783
12 C -0.0144
13 O 0.0667
14 C -0.4754
15 O 0.0995
16 O -0.0408
17 C -0.2044
18 C -0.0722
19 O 0.0565
20 H 0.0792
21 H 0.0732
22 H 0.0818
23 H 0.1261
24 H 0.1287
25 H 0.1230
26 H 0.1009
27 H 0.0990
28 H 0.1003
29 H 0.1155
30 H 0.1308
31 H 0.1065
32 H 0.0771
33 H 0.0776
34 H 0.0838
35 C 0.0275
36 C -0.1660
37 N -0.0196
38 C 0.0121
39 C -0.1520
40 C -0.1023
41 C -0.0098
42 C -0.0718
43 C -0.0799
44 C -0.0080
45 C -0.1313
46 C 0.0979
47 C -0.1823
48 C -0.0226
49 C -0.0347
50 C -0.2693
51 C -0.0542
52 C -0.0213
53 C -0.0046
54 H 0.1090
55 H 0.0855
56 H 0.0839
57 H 0.0843
58 H 0.0932
59 H 0.0980
60 H 0.1163
61 H 0.1022
62 H 0.1007
63 H 0.1009
64 H 0.1258
65 H 0.1235
66 H 0.1183
67 H 0.0750
68 H 0.0837
69 H 0.0880
70 H 0.1153
71 H 0.1017

***

A molecular structure, C32H34BrN8O6S2Sn, computed with the ωB97M-V functional and the def2-TZVPD basis.

The geometry in XYZ format:
```
84
C32H34BrN8O6S2Sn the ωB97M-V functional and the def2-TZVPD basis
Sn -0.88570 -1.47621 -0.30336
O -0.48430 1.71810 4.30429
C 0.38042 0.67872 4.49290
C 1.09458 0.61704 5.68128
C 2.00090 -0.41068 5.88318
C 2.21238 -1.37043 4.90061
C 1.47926 -1.31697 3.72545
C 0.53929 -0.31415 3.52486
C -0.32297 -0.27500 2.28670
O -0.19671 -1.44775 1.55080
N 0.06570 0.91689 1.52162
N -0.55717 0.89562 0.24175
C -0.55454 2.04016 -0.31917
C -1.01516 2.35436 -1.65891
Br -1.45018 0.91630 -2.80306
C -1.07523 3.60634 -2.13130
C -0.85418 4.84014 -1.36370
C -1.38906 5.03071 -0.08865
C -1.15024 6.20889 0.60168
C -0.38201 7.20891 0.02453
C 0.13021 7.03991 -1.25546
C -0.11658 5.86961 -1.95131
H -0.55591 1.87550 3.35029
H 0.94239 1.39100 6.42153
H 2.56338 -0.44894 6.80693
H 2.94779 -2.14980 5.04972
H 1.61872 -2.05428 2.94504
H -1.37435 -0.12587 2.57663
H 1.06864 0.84224 1.34252
H -0.13230 2.87551 0.23538
H -1.29933 3.73212 -3.18545
H -2.02773 4.27190 0.34640
H -1.57578 6.35029 1.58607
H -0.19724 8.12826 0.56368
H 0.71564 7.82567 -1.71352
H 0.27323 5.74262 -2.95427
N 4.03298 2.61699 -5.58628
C 3.62071 1.77774 -4.58859
C 4.05210 0.44434 -4.55663
C 3.66893 -0.39259 -3.53146
C 2.85213 0.09098 -2.51601
C 2.42141 1.41333 -2.52830
C 2.79613 2.25038 -3.55545
S 2.37351 -0.95725 -1.21146
O 2.25648 -0.18187 -0.00459
O 3.18069 -2.13469 -1.22695
N 0.79435 -1.36655 -1.54423
C 0.38895 -2.04464 -2.66333
N 1.18019 -2.35525 -3.67936
C 0.59065 -2.99653 -4.68384
C -0.75664 -3.33693 -4.69638
C -1.49374 -2.97759 -3.58598
N -0.92326 -2.33098 -2.57512
H 4.47621 2.23219 -6.40045
H 3.58044 3.50471 -5.70421
H 4.70006 0.07523 -5.34191
H 3.99607 -1.42193 -3.50375
H 1.81156 1.79012 -1.71751
H 2.47714 3.28573 -3.55751
H 1.23144 -3.25279 -5.52008
H -1.20141 -3.86219 -5.52704
H -2.54946 -3.19967 -3.48720
S -0.98391 -3.99407 0.00015
C -1.14788 -4.07774 1.74163
N -2.24551 -3.66012 2.33961
C -2.42812 -3.64518 3.79249
C -1.07752 -3.66776 4.48499
C -0.21341 -4.77191 3.89901
N -0.17625 -4.63804 2.44148
H -2.91367 -3.15412 1.77084
H -3.03678 -4.50375 4.08320
H -2.98025 -2.74059 4.04260
H -1.21347 -3.83816 5.55185
H -0.57758 -2.70750 4.35859
H -0.60324 -5.75785 4.16200
H 0.80880 -4.70201 4.26588
H 0.65114 -4.89670 1.92890
C -5.12525 -0.96648 -1.24535
O -3.67985 -1.01283 -1.32870
C -3.04613 -1.24083 -0.19002
O -3.60117 -1.42155 0.87023
H -5.50679 -1.92508 -0.90146
H -5.46396 -0.75187 -2.25272
H -5.43266 -0.18289 -0.55730
```

Output
Frontier orbital gap = 7.4 eV
Charge = +1

List of Löwdin charges in e, atom by atom:
1 Sn 1.0949
2 O 0.0590
3 C -0.2666
4 C -0.0025
5 C -0.0719
6 C -0.0825
7 C -0.0436
8 C -0.1186
9 C -0.4043
10 O -0.3094
11 N 0.0120
12 N -0.0149
13 C -0.1585
14 C -0.6192
15 Br 0.8997
16 C -0.0709
17 C -0.2300
18 C -0.0452
19 C -0.0612
20 C -0.0655
21 C -0.0647
22 C -0.0322
23 H 0.0822
24 H 0.1218
25 H 0.1078
26 H 0.1029
27 H 0.1153
28 H 0.1556
29 H 0.1132
30 H 0.1396
31 H 0.1161
32 H 0.1187
33 H 0.1114
34 H 0.1107
35 H 0.1104
36 H 0.1150
37 N 0.1215
38 C -0.3070
39 C -0.0144
40 C -0.0565
41 C -0.3099
42 C -0.0611
43 C -0.0183
44 S 0.6328
45 O -0.3000
46 O -0.2564
47 N -0.1925
48 C -0.5173
49 N 0.1738
50 C -0.0774
51 C -0.0272
52 C -0.0902
53 N -0.0119
54 H 0.1009
55 H 0.0985
56 H 0.1163
57 H 0.1156
58 H 0.0989
59 H 0.1096
60 H 0.1222
61 H 0.1093
62 H 0.1295
63 S 0.7284
64 C -0.7312
65 N 0.0581
66 C -0.1259
67 C -0.1404
68 C -0.1330
69 N 0.0516
70 H 0.1001
71 H 0.1290
72 H 0.1329
73 H 0.1288
74 H 0.0988
75 H 0.1291
76 H 0.1271
77 H 0.1396
78 C -0.0156
79 O -0.1421
80 C -0.5664
81 O 0.0217
82 H 0.0995
83 H 0.0968
84 H 0.0998

***

no.,LUMO energy (Ha)
1,0.099
2,-0.042
3,-0.108